(1)
The following is a DFT calculation (ωB97M-V/def2-TZVPD) of a 11-piece molecular cluster, C26H77N19O14 overall at a distorted geometry.

Structure (XYZ):
```
136
Properties=species:S:1:pos:R:3:forces:R:3
C -12.1275 12.9157 -12.7363 -0.9 0.9 0.5
O -12.0836 12.3936 -14.0481 0.5 0.3 0.9
C -13.0716 11.4018 -14.2202 -0.6 0.6 -0.9
C -14.5797 11.9329 -14.2488 0.0 -1.3 0.6
N -15.4064 11.7561 -13.0189 1.3 -0.3 0.5
C -15.5743 10.3214 -12.6527 0.0 1.6 -0.9
C -16.2916 10.0897 -11.3169 1.1 -0.7 0.4
O -15.4994 10.0708 -10.1188 0.9 -0.1 -0.1
C -14.5368 8.9708 -10.0232 -1.0 1.7 -0.5
H -12.9240 13.6557 -12.6576 -0.4 0.0 -0.1
H -11.2594 13.4757 -12.3889 0.6 -0.5 -0.7
H -12.3699 12.1733 -11.9760 -0.1 -0.1 -0.2
H -12.8398 10.5557 -13.5733 -0.5 0.0 0.5
H -12.8301 11.0166 -15.2109 -0.4 0.0 -0.2
H -15.0657 11.3479 -15.0296 0.0 -0.2 -0.5
H -14.6510 12.9681 -14.5824 0.4 0.1 0.2
H -16.3216 12.1569 -13.1666 0.0 0.1 -0.1
H -14.6003 9.8585 -12.8115 0.0 -0.2 0.9
H -16.1481 9.8708 -13.4625 -0.6 -0.5 0.0
H -16.7742 9.1224 -11.4569 -0.3 -0.3 0.3
H -17.0558 10.8267 -11.0703 0.0 0.1 -0.5
H -13.8318 9.1146 -9.2044 -0.6 0.2 0.5
H -13.8610 9.0320 -10.8762 -0.4 -0.8 -0.5
H -15.1748 8.0983 -9.8824 0.6 -0.5 -0.2
C -11.2328 16.9396 -2.7700 0.3 -0.5 1.3
O -10.7709 15.8519 -1.9654 -0.5 -1.2 0.4
C -11.3791 14.5698 -2.2250 -0.9 1.4 -0.4
C -10.5659 13.7997 -3.1764 0.5 -1.9 -1.1
N -11.3800 12.8453 -3.9958 0.1 1.6 1.8
C -10.5867 12.0106 -4.7805 0.3 -2.0 -2.3
C -11.5580 11.2000 -5.6549 -0.3 -0.7 -0.8
O -12.2290 10.0800 -4.9956 0.0 1.7 -0.1
C -13.4561 9.6330 -5.6313 1.5 -0.5 0.0
H -10.4377 17.6579 -2.5700 -0.1 0.3 -0.9
H -12.1447 17.3549 -2.3410 -0.3 0.0 -0.1
H -11.4128 16.6429 -3.8033 0.3 0.2 -0.1
H -12.3600 14.6749 -2.6887 -0.3 0.4 0.1
H -11.5238 13.9516 -1.3391 0.1 0.6 0.5
H -9.8179 13.2770 -2.5802 0.5 -0.3 -0.1
H -10.0005 14.4046 -3.8853 -0.3 0.3 0.0
H -11.8742 12.1540 -3.4500 -0.6 0.5 0.8
H -9.9129 11.3375 -4.2505 0.2 -0.3 0.5
H -9.9348 12.5457 -5.4711 -0.1 0.4 -0.1
H -11.1194 10.7984 -6.5684 0.6 -0.1 0.1
H -12.2697 11.9304 -6.0397 -0.4 0.0 0.3
H -13.2807 8.5573 -5.6148 -0.9 -0.2 0.2
H -13.5354 9.8636 -6.6937 0.3 0.5 0.0
H -14.3505 9.9844 -5.1168 0.1 -0.1 0.2
C -5.4184 11.0353 -6.8382 1.4 0.5 0.0
O -5.4345 9.6408 -7.0226 1.7 0.9 0.9
C -6.6752 9.0950 -7.1769 -1.1 -0.9 -1.1
C -6.5280 7.6091 -7.4484 -2.0 0.0 -0.1
N -7.7983 7.1507 -8.1358 1.8 -1.5 -1.5
C -7.6562 5.7168 -8.6909 -0.6 1.5 -0.1
C -7.4788 4.7134 -7.6153 1.2 -1.1 1.4
O -6.1302 4.8206 -7.1043 -0.5 -0.8 0.4
C -5.9520 4.1859 -5.8129 0.5 1.2 -0.3
H -5.6602 11.6171 -7.7277 -1.1 -0.2 -0.1
H -4.3860 11.3674 -6.7289 0.4 -0.5 0.3
H -5.8923 11.3757 -5.9176 -0.7 0.0 -0.2
H -7.1701 9.6033 -8.0045 -0.5 0.0 -0.1
H -7.3099 9.0934 -6.2908 -0.3 0.9 0.2
H -6.5363 7.1749 -6.4486 0.9 -0.6 -0.2
H -5.6605 7.3817 -8.0679 -0.1 -0.1 0.2
H -8.5704 7.1232 -7.4852 0.1 0.0 0.2
H -6.8614 5.5775 -9.4237 0.7 0.7 0.3
H -8.4970 5.5192 -9.3558 -0.7 -0.1 0.6
H -7.5575 3.6602 -7.8848 -0.5 -0.1 -0.8
H -8.1702 4.8246 -6.7800 -0.3 0.5 0.1
H -4.9308 3.8064 -5.7769 0.0 -0.1 -0.1
H -6.6408 3.4184 -5.4601 -0.3 -0.1 -0.8
H -6.0302 4.9869 -5.0778 0.0 0.1 0.3
N -10.5798 10.4240 -11.3300 -0.3 1.0 -1.4
C -10.0831 9.9176 -10.2054 0.7 -1.0 -4.6
N -9.0270 9.1693 -10.4186 2.7 -1.3 -0.4
O -10.6229 10.0157 -9.1876 -3.1 1.1 7.1
H -10.1110 10.1113 -12.1682 -0.9 0.7 -0.3
H -11.4956 10.8449 -11.2634 0.4 -0.3 -0.5
H -8.8766 8.8314 -11.3584 0.4 -0.1 0.6
H -8.5778 8.7510 -9.6165 0.1 -0.6 -0.1
N -13.2794 6.3010 -10.8579 -3.2 -0.9 2.3
C -12.4356 6.5350 -11.8166 1.1 0.8 0.0
N -11.3151 5.8655 -11.7285 1.4 -1.0 -0.4
O -12.6392 7.4265 -12.5823 -0.5 3.0 -3.3
H -14.1326 6.8335 -10.9502 0.1 -0.5 0.2
H -13.2730 5.4734 -10.2790 -0.1 0.2 0.1
H -11.3868 5.2140 -10.9601 1.7 -0.5 -0.3
H -10.5650 6.1335 -12.3494 -0.1 -0.6 0.5
N -10.5498 8.0691 -6.7213 1.7 1.7 0.6
C -11.1246 6.9131 -6.9272 -2.1 -1.3 0.2
N -11.8944 6.9027 -8.0218 0.1 0.0 -0.7
O -11.1286 5.9472 -6.1265 0.4 -0.1 0.0
H -9.8309 8.1688 -6.0189 -0.1 0.0 0.2
H -10.6534 8.7526 -7.4576 0.4 0.4 0.1
H -12.6351 6.2198 -8.0936 -0.1 -0.3 -0.3
H -11.8308 7.6646 -8.6817 -0.2 -0.2 0.0
N -15.0332 3.1767 -8.5326 -2.4 -3.0 -2.0
C -14.2999 4.0371 -7.9257 1.8 4.2 -1.9
N -14.0304 3.8203 -6.6867 0.7 -1.3 4.0
O -13.8827 5.0597 -8.4980 -0.4 -0.3 0.0
H -15.3362 2.3537 -8.0317 -0.1 0.0 -0.6
H -15.0871 3.2430 -9.5390 -0.2 -0.1 0.3
H -13.2607 4.3350 -6.2833 -0.1 0.0 0.1
H -14.2461 2.8916 -6.3535 0.4 0.3 0.5
N -12.6684 6.2383 -3.5887 0.6 -2.4 -2.5
C -13.1167 6.9403 -2.5940 -1.1 0.2 2.7
N -12.6392 8.1703 -2.5729 1.5 2.2 -0.6
O -13.8551 6.4788 -1.7529 -1.2 -0.5 1.1
H -13.1250 5.3382 -3.6274 0.6 0.0 -0.5
H -11.9449 6.5506 -4.2204 -0.2 -0.5 -0.5
H -12.1218 8.3433 -3.4229 0.1 1.4 0.4
H -12.7322 8.8338 -1.8171 -0.2 -0.4 -0.4
N -9.5923 4.6674 -3.7699 -2.3 0.0 -1.1
C -8.4677 4.1999 -3.2634 0.0 -0.1 -0.4
N -7.9281 5.0506 -2.4147 1.6 1.9 2.3
O -8.0002 3.1454 -3.6078 0.9 -2.0 -0.2
H -10.1172 3.9595 -4.2634 -0.2 0.7 -0.1
H -9.9619 5.5823 -3.5545 -0.1 -0.4 -0.4
H -8.4759 5.8590 -2.1567 0.5 -0.2 0.1
H -7.1100 4.8378 -1.8620 -0.3 -0.1 -0.3
N -10.6216 3.4144 -7.8047 0.1 -0.2 1.5
C -11.0762 3.1165 -9.0283 1.1 3.3 -1.3
N -10.9149 1.8610 -9.3780 0.3 -3.3 0.2
O -11.3857 4.0350 -9.7968 -0.9 -1.1 0.3
H -10.6477 4.3703 -7.4795 -0.2 0.1 0.1
H -10.1960 2.7225 -7.2046 -0.2 0.2 -0.1
H -11.0496 1.4056 -10.2694 -0.1 0.8 0.1
H -10.4049 1.3327 -8.6845 -0.2 -0.4 -0.4
N -8.6833 8.5551 -2.2840 -1.6 -0.6 1.9
C -8.2029 8.4780 -3.5113 0.8 -1.1 -2.8
N -7.1430 9.2834 -3.6808 0.8 0.5 -0.2
O -8.5984 7.7319 -4.4327 -0.4 0.9 1.3
H -8.2365 9.1580 -1.6081 -0.5 -0.1 -0.1
H -9.6312 8.2348 -2.1462 0.1 0.1 0.3
H -6.6409 9.1822 -4.5512 0.3 0.1 0.4
H -6.7222 9.6331 -2.8318 0.4 0.2 -0.7
```
Forces are in eV/Å.

The orbital gap is 8.40 eV. The value obtained for the electronic energy is -3130.62740 a.u. The calculation puts the energy above the lowest of the compared OMol25 structures with the same formula, charge and spin at 323.1 kJ/mol. The HOMO energy is -8.38 eV. Its SMILES is COCCNCCOC.COCCNCCOC.COCCNCCOC.NC(N)=O.NC(N)=O.NC(N)=O.NC(N)=O.NC(N)=O.NC(N)=O.NC(N)=O.NC(N)=O. As for the net charge: 0.

=====

(2)
The following is a DFT calculation (ωB97M-V/def2-TZVPD) of C48H102AsF6N2O18S9 as an isolated structure at a distorted geometry.

Structure (XYZ):
```
186
Properties=species:S:1:pos:R:3:forces:R:3
As -10.5591 19.0776 -3.1120 0.9 -1.2 0.2
F -9.2281 19.2119 -4.3496 -1.0 0.1 0.6
F -10.0989 17.2938 -2.9714 -0.9 2.1 -0.3
F -11.8964 18.8086 -1.9379 1.3 0.6 -1.4
F -10.9048 20.8366 -3.2618 0.0 -1.5 -0.1
F -11.6516 18.7023 -4.4869 0.7 0.4 1.2
F -9.3831 19.4457 -1.8668 -1.1 -0.2 -0.9
C -13.6612 12.8828 -5.0977 -0.3 0.1 0.5
C -14.4407 14.1343 -5.5779 0.1 -0.6 1.9
N -14.7962 14.9533 -4.3935 -0.2 -0.3 0.1
C -13.5957 15.5516 -3.7469 -0.1 -1.4 -0.7
C -13.8472 16.3100 -2.4680 -0.7 0.4 -0.4
C -15.8477 15.9479 -4.6620 1.8 0.9 0.2
C -15.2397 17.0781 -5.5614 -1.1 0.0 -0.3
H -13.6039 12.0943 -5.8481 0.5 0.3 -0.2
H -14.1676 12.3999 -4.2621 -0.7 0.2 -0.1
H -12.7243 13.1085 -4.5884 0.4 0.0 -0.8
H -13.8979 14.7518 -6.2936 0.2 -0.2 -0.5
H -15.3604 13.7270 -5.9978 -0.1 0.5 -0.3
H -12.9348 14.7132 -3.5267 -0.2 -0.2 0.5
H -12.9665 16.0625 -4.4757 -0.1 0.9 -0.2
H -12.9070 16.5839 -1.9893 -0.2 -0.2 0.2
H -14.4156 17.2274 -2.6207 0.2 0.3 -0.3
H -14.5459 15.7333 -1.8618 0.5 -0.3 0.4
H -16.1845 16.2968 -3.6858 0.2 0.5 0.0
H -16.7670 15.5247 -5.0669 0.4 -0.3 -0.5
H -14.2797 17.5212 -5.2964 -0.1 -0.3 0.8
H -15.9238 17.9224 -5.6457 -0.2 0.0 -0.1
H -15.0533 16.6987 -6.5661 -0.3 0.0 -0.1
C -6.4906 21.5030 -10.2525 -0.2 -1.7 0.1
C -7.0286 20.0057 -10.1020 1.0 1.8 -0.9
N -6.6481 19.4266 -8.8066 -2.8 -1.3 -1.7
C -6.3907 17.9553 -8.9150 1.1 0.2 0.4
C -5.1118 17.7132 -9.6999 0.5 0.1 0.2
C -7.4290 19.9552 -7.6767 0.6 0.1 -0.4
C -6.6175 20.0318 -6.4137 0.2 -0.4 0.5
H -6.4221 21.6851 -11.3250 0.0 0.2 0.1
H -5.4842 21.4968 -9.8338 0.0 0.4 -0.1
H -7.1171 22.2528 -9.7695 0.1 -0.2 0.0
H -8.0913 19.9751 -10.3425 -0.5 0.1 1.1
H -6.6934 19.4306 -10.9651 0.8 -0.2 0.5
H -6.3283 17.4380 -7.9576 -0.1 0.6 0.3
H -7.2243 17.4573 -9.4103 -0.5 0.5 -0.2
H -4.8842 16.6474 -9.7180 -0.2 0.0 -0.1
H -5.1497 18.1072 -10.7156 0.0 -0.2 0.0
H -4.2730 18.1740 -9.1783 0.0 0.1 -0.1
H -8.2662 19.2584 -7.6373 -0.2 -0.2 0.3
H -7.8231 20.9488 -7.8902 0.1 -0.2 -0.6
H -6.9608 20.9043 -5.8577 0.1 -0.3 0.3
H -5.5645 20.1590 -6.6648 0.0 0.2 0.1
H -6.7200 19.1180 -5.8284 0.0 0.2 0.2
C -7.8551 23.5527 -2.5537 -1.2 -0.9 -0.4
C -6.9971 24.3576 -1.6367 0.3 1.5 0.3
C -6.6110 23.4217 -0.5200 1.3 -0.8 -0.3
S -6.2810 21.7708 -1.3359 -2.2 -1.3 3.2
O -6.8925 20.7336 -0.4733 1.1 2.1 -2.1
O -4.9026 21.5845 -1.7280 0.1 0.5 -0.3
C -7.2640 22.1790 -2.7825 1.0 -0.2 -0.6
H -8.0653 23.9910 -3.5293 0.0 0.3 0.2
H -8.7895 23.3493 -2.0305 -0.3 0.3 -0.1
H -7.5384 25.2243 -1.2574 -0.5 -0.2 0.4
H -6.1980 24.9181 -2.1218 0.7 -0.8 -0.2
H -7.4289 23.2714 0.1846 0.1 -0.2 -0.1
H -5.6709 23.6407 -0.0136 -0.2 0.2 0.1
H -7.9958 21.4081 -3.0235 0.1 -0.1 0.2
H -6.4660 22.2416 -3.5225 -0.1 -0.2 -0.4
C -10.7136 14.4538 1.2618 -1.7 -0.6 1.5
C -11.3488 15.2753 0.1456 0.9 1.1 -0.6
C -11.2170 16.7983 0.3898 0.6 0.7 -0.3
S -9.9743 17.0613 1.7220 1.9 -1.3 0.6
O -10.6372 17.4158 2.9866 0.4 -0.1 -1.5
O -8.7591 17.7730 1.2957 -2.4 -0.9 0.6
C -9.4992 15.1786 1.8027 0.0 1.4 -1.2
H -10.5969 13.4142 0.9556 0.8 0.1 -0.4
H -11.4539 14.2852 2.0440 -0.1 0.5 0.4
H -12.3719 15.0782 -0.1744 0.1 -0.5 0.4
H -10.6856 15.1191 -0.7052 -0.2 -0.2 -0.4
H -12.1020 17.4176 0.5357 -0.3 -0.5 0.8
H -10.8304 17.2678 -0.5148 0.6 -0.1 0.2
H -9.0412 14.9605 2.7675 -0.7 0.0 0.1
H -8.6997 15.0820 1.0681 0.2 0.3 -0.1
C -11.8869 24.3530 -2.2663 -0.6 -1.5 0.7
C -11.2890 25.7444 -2.3312 -1.1 0.0 1.2
C -12.4679 26.6692 -1.8885 0.4 0.7 -0.2
S -13.5405 25.8030 -0.6143 1.1 -1.5 0.5
O -14.9374 25.6992 -1.0138 0.9 0.6 -0.1
O -13.2279 26.2226 0.7654 -0.3 -0.1 -2.1
C -12.7283 24.1425 -0.9248 0.3 1.5 -0.8
H -11.1230 23.5886 -2.4083 0.1 -0.1 0.6
H -12.5352 24.1406 -3.1164 -0.4 0.5 -0.1
H -10.8592 25.9474 -3.3121 -0.5 0.3 -0.1
H -10.4593 25.8137 -1.6277 -0.1 0.0 0.2
H -13.0716 26.9455 -2.7530 -0.3 -0.3 0.1
H -12.1139 27.6047 -1.4554 -0.1 -0.1 0.2
H -13.5519 23.4321 -0.9956 0.1 -0.1 -0.1
H -12.1423 23.9784 -0.0205 0.2 -0.1 -0.3
C -10.3826 13.6772 -6.4320 1.7 -0.3 -2.3
C -10.1714 14.2820 -5.0853 -0.1 0.4 1.2
C -9.1053 15.4511 -5.1165 -0.4 -0.8 -0.8
S -8.0354 14.9441 -6.5824 -0.2 -0.2 0.2
O -6.7054 14.5400 -6.1498 -0.7 0.5 -0.2
O -8.1375 15.9015 -7.6898 0.0 0.1 0.6
C -8.9801 13.4765 -7.0489 0.4 -0.2 0.7
H -10.8416 14.3522 -7.1544 -0.7 0.0 0.3
H -10.8637 12.7010 -6.4916 -0.4 0.3 0.5
H -9.8451 13.4961 -4.4042 0.3 0.0 0.1
H -11.1662 14.5352 -4.7187 0.3 0.8 0.3
H -8.5033 15.5982 -4.2198 0.2 -0.7 0.0
H -9.5177 16.4510 -5.2516 -0.2 -0.1 -0.6
H -8.3971 12.6902 -6.5692 -0.2 -0.2 0.2
H -8.9524 13.2654 -8.1179 0.0 0.5 0.0
C -15.0716 21.3365 -4.4459 0.0 -0.4 1.1
C -15.6924 22.6473 -3.8267 1.1 -1.4 -0.7
C -16.5654 22.1744 -2.7193 -0.5 -1.0 1.9
S -15.8695 20.5478 -1.9310 0.0 1.5 -2.2
O -16.8725 19.4828 -2.0600 1.3 1.2 0.5
O -15.1966 20.8794 -0.6894 -0.5 -0.5 0.0
C -14.5724 20.3995 -3.2543 -0.9 0.1 -0.1
H -14.2474 21.5562 -5.1246 -0.1 -0.1 0.0
H -15.8595 20.8157 -4.9900 0.1 -0.2 -0.1
H -16.3158 23.2113 -4.5206 0.3 -0.1 -0.3
H -14.8350 23.2596 -3.5475 -0.3 0.3 0.5
H -17.5571 21.8580 -3.0424 0.0 0.1 -0.2
H -16.6773 22.9135 -1.9260 0.0 -0.2 0.2
H -14.4815 19.3307 -3.4481 -0.4 0.0 -0.5
H -13.6070 20.6266 -2.8020 -0.1 0.7 0.0
C -9.6063 23.4600 -5.7986 -0.1 -0.5 0.5
C -10.4056 22.2983 -6.4364 0.1 -0.1 -0.5
C -11.8664 22.6900 -6.4564 -0.4 1.1 0.8
S -11.8610 24.5104 -6.8242 -1.0 0.9 1.2
O -12.6870 25.2723 -5.8738 1.1 -1.3 -0.9
O -12.0809 24.7377 -8.2253 0.1 -0.2 -0.4
C -10.1093 24.7775 -6.4585 0.7 -1.5 -0.5
H -8.5265 23.3628 -5.9114 0.1 0.0 -0.5
H -9.6984 23.3069 -4.7234 -0.6 0.7 0.2
H -10.2967 21.3312 -5.9455 0.2 0.1 0.4
H -10.1338 22.1145 -7.4758 0.4 0.2 -0.3
H -12.3200 22.6619 -5.4656 0.2 -0.1 0.2
H -12.5039 22.0945 -7.1098 0.1 0.4 -0.3
H -9.8314 25.7604 -6.0781 -0.5 -0.3 0.5
H -9.6400 24.6993 -7.4392 -0.2 0.3 -0.3
C -11.0382 18.5546 -7.5064 0.8 -1.2 0.5
C -10.4423 18.5077 -8.9136 -1.5 -0.9 -0.4
C -11.6909 18.1056 -9.7894 -0.1 0.6 0.4
S -12.6856 16.8630 -8.8011 -0.3 1.6 0.6
O -12.3316 15.5088 -9.0944 0.0 -0.8 -0.6
O -14.0849 17.2997 -8.8640 1.8 -0.5 0.2
C -11.7884 17.2296 -7.2247 -0.4 0.8 -0.7
H -11.6626 19.4416 -7.3998 -0.1 -0.1 0.3
H -10.2200 18.5451 -6.7863 -0.1 0.6 0.3
H -9.6607 17.7500 -8.9696 0.0 -0.3 0.0
H -9.9679 19.4649 -9.1299 -0.4 0.2 -0.5
H -11.5736 17.8662 -10.8463 0.3 -0.7 0.3
H -12.4187 18.9164 -9.8226 0.1 0.3 0.3
H -11.1260 16.3703 -7.1198 0.2 0.3 -0.2
H -12.3754 17.2628 -6.3068 -0.4 0.2 -0.4
C -12.3386 22.2880 2.5344 1.5 1.6 -0.2
C -12.9468 21.1675 1.6640 0.6 0.5 0.3
C -11.9963 20.8179 0.5170 1.2 -0.9 0.0
S -10.3392 21.5633 0.8475 0.4 -1.4 3.3
O -10.0022 22.6948 0.0557 -0.2 1.8 -1.9
O -9.2876 20.5855 1.0173 -1.2 0.1 -0.3
C -10.7884 22.2036 2.5435 -0.2 -2.0 -1.6
H -12.5943 22.3316 3.5931 -0.7 -0.3 -0.2
H -12.6161 23.2349 2.0712 -0.1 0.3 0.3
H -13.8641 21.5147 1.1885 -0.2 -0.3 0.6
H -13.0763 20.3254 2.3439 -0.4 -0.3 -0.5
H -12.3227 20.9711 -0.5116 -0.1 0.6 0.2
H -11.7422 19.7583 0.5445 0.0 0.0 0.0
H -10.0745 23.0106 2.7083 -0.7 0.4 0.1
H -10.4855 21.3581 3.1611 0.1 0.0 0.2
C -3.9021 16.9198 -2.4952 -0.8 0.2 0.8
C -4.9526 17.3149 -3.5479 0.0 0.8 -0.7
C -6.1673 18.0166 -2.8985 0.1 -0.8 1.1
S -6.3392 17.1265 -1.2320 -0.9 1.0 0.9
O -7.4181 16.1059 -1.2736 1.6 1.5 -0.3
O -6.3010 18.0885 -0.1283 0.3 -1.7 -1.7
C -4.7712 16.2302 -1.4156 0.2 -0.4 -0.5
H -3.3500 17.7607 -2.0754 -0.5 0.4 0.1
H -3.0869 16.3160 -2.8940 -0.4 -0.5 -0.1
H -5.2631 16.4473 -4.1301 -0.1 -0.3 0.2
H -4.5248 17.9925 -4.2868 0.1 0.2 0.0
H -7.1374 17.9433 -3.3899 0.1 -0.3 -0.2
H -5.9935 19.0763 -2.7116 0.2 -0.1 0.4
H -5.1920 15.3168 -1.8359 0.4 -0.4 0.1
H -4.3042 16.0192 -0.4536 -0.2 0.2 0.0
```
Forces are in eV/Å.

The orbital gap (spin up / spin down) is 7.21 / 3.02 eV. Its spin multiplicity is 2. The value obtained for the electronic energy is -9772.38330 a.u. The HOMO energy (spin up / spin down) is -8.06 / -8.06 eV. As for the net charge: 0.